48
Properties=species:S:1:pos:R:3 method="wB97M-V/def2-TZVPD" total_energy_ev=-52860.01573 total_charge=-2 homo_lumo_gap_ev=5.61 e_above_lowest_kcal_mol=24.82
Cs 1.9542 -0.0345 -1.5972
C 0.7493 -0.5735 2.8896
C 0.2528 -0.8672 1.4830
N 0.0285 0.0952 0.6584
N 0.1431 1.3449 1.2383
C 0.2004 2.4164 0.5273
S 0.3604 2.7903 -1.1085
S -0.0534 3.8830 1.6520
C -1.8389 4.0634 1.2600
C -2.6741 3.1637 2.1163
C -3.1322 3.5943 3.3605
C -3.8743 2.7550 4.1765
C -4.1670 1.4628 3.7606
C -3.7115 1.0229 2.5258
C -2.9736 1.8659 1.7080
C -0.0022 -2.2759 1.1363
C -0.5455 -3.0940 2.1288
C -0.7937 -4.4449 1.9478
C -0.4514 -5.0188 0.7213
C 0.0888 -4.2497 -0.2805
C 0.3244 -2.8385 -0.1538
O 0.8269 -2.1757 -1.1085
H 1.5053 0.2079 2.8466
H 1.1606 -1.4647 3.3594
H -0.0708 -0.1794 3.4967
H -1.9199 3.8192 0.2012
H -2.0889 5.1133 1.4148
H -2.8891 4.5987 3.6909
H -4.2234 3.1080 5.1407
H -4.7447 0.8033 4.3979
H -3.9269 0.0134 2.1963
H -2.6033 1.5081 0.7549
H -0.8121 -2.6428 3.0801
H -1.2375 -5.0382 2.7393
H -0.6116 -6.0819 0.5612
H 0.3552 -4.6935 -1.2343
N 1.7560 0.0208 -5.2231
C 3.0714 0.2125 -5.8328
C 4.1305 -0.7030 -5.2198
C 4.8106 -0.1064 -3.9444
O 6.0182 0.1821 -4.0726
O 4.0823 0.0188 -2.9293
H 1.4658 -0.9460 -5.2881
H 1.0594 0.6071 -5.6615
H 3.3606 1.2562 -5.6812
H 3.0470 0.0452 -6.9243
H 4.9239 -0.8801 -5.9464
H 3.6705 -1.6640 -4.9641

***

87
Properties=species:S:1:pos:R:3 method="wB97M-V/def2-TZVPD" total_energy_ev=-133806.29518 total_charge=0 homo_lumo_gap_ev="7.87 / 7.93" multiplicity=5 e_above_lowest_kcal_mol=2.92
Fe 1.1131 -0.2941 0.2962
C -3.6202 -0.2770 -0.3984
C -2.4849 -0.2597 0.6215
C -2.8624 0.6495 1.7935
C -2.2090 -1.6664 1.1414
O -1.2649 0.2184 -0.0053
Si -1.0574 1.5307 -1.0018
S 1.0443 1.5909 -1.1268
O -1.8231 1.5474 -2.4383
C -1.5525 1.0291 -3.7585
C -0.6846 2.0398 -4.5068
C -2.9172 0.9046 -4.4254
C -0.8691 -0.3244 -3.7145
O -1.7068 2.7622 -0.1589
C -2.0614 4.0957 -0.5468
C -1.0413 4.6605 -1.5322
C -2.0623 4.9235 0.7328
C -3.4531 4.0644 -1.1740
H -4.5226 -0.6750 0.0667
H -3.3525 -0.9057 -1.2490
H -3.8294 0.7337 -0.7551
H -3.8075 0.3133 2.2219
H -2.9695 1.6778 1.4496
H -2.0993 0.6149 2.5692
H -3.0362 -1.9985 1.7701
H -1.2899 -1.6635 1.7359
H -2.0866 -2.3550 0.3123
H -1.2027 2.9971 -4.5948
H -0.4602 1.6664 -5.5071
H 0.2507 2.1890 -3.9683
H -3.3855 1.8873 -4.5022
H -3.5636 0.2562 -3.8324
H -2.8111 0.4814 -5.4250
H 0.1147 -0.2457 -3.2510
H -0.7382 -0.7134 -4.7253
H -1.4611 -1.0359 -3.1474
H -0.0436 4.6400 -1.0910
H -1.2934 5.6897 -1.7903
H -1.0257 4.0626 -2.4450
H -1.0526 4.9753 1.1414
H -2.7127 4.4660 1.4801
H -2.4127 5.9363 0.5279
H -3.4452 3.4000 -2.0384
H -3.7500 5.0647 -1.4929
H -4.1854 3.6923 -0.4546
O -1.0318 -3.1895 -1.6914
S 0.3525 -3.5185 -1.4986
O 1.1705 -3.6603 -2.6668
N 1.1014 -2.4897 -0.4161
C 1.4894 -3.1552 0.6646
S 2.3766 -2.4228 1.8764
C 1.0851 -4.5749 0.7094
C 1.2354 -5.4722 1.7547
C 0.7133 -6.7479 1.6016
C 0.0696 -7.1202 0.4250
C -0.0677 -6.2246 -0.6287
C 0.4477 -4.9587 -0.4564
H 1.7411 -5.1598 2.6585
H 0.8021 -7.4625 2.4093
H -0.3387 -8.1172 0.3265
H -0.5605 -6.5061 -1.5500
Cl 0.0375 4.2515 3.5727
C 0.2862 2.5472 3.6238
C 0.4413 1.9013 4.8390
C 0.6378 0.5312 4.8257
C 0.6752 -0.1293 3.6090
N 0.5211 0.4976 2.4446
C 0.3314 1.8174 2.4469
H 0.4125 2.4619 5.7636
H 0.7609 -0.0200 5.7473
H 0.8300 -1.1983 3.5619
H 0.2091 2.3005 1.4839
C 4.1818 -0.8228 -0.9395
N 4.8412 -0.5279 0.3248
C 6.1259 -1.1580 0.5891
C 4.1842 0.1505 1.2790
C 4.9155 0.4330 2.5659
O 3.0229 0.5500 1.1362
H 4.9283 -0.8775 -1.7296
H 3.4807 -0.0280 -1.1838
H 3.6374 -1.7701 -0.8926
H 6.4264 -1.7224 -0.2883
H 6.0645 -1.8506 1.4308
H 6.8973 -0.4162 0.8034
H 5.8419 0.9773 2.3830
H 5.1508 -0.4944 3.0906
H 4.2569 1.0294 3.1909

***

30
Properties=species:S:1:pos:R:3 method="wB97M-V/def2-TZVPD" total_energy_ev=-35037.97494 total_charge=+3 homo_lumo_gap_ev="5.31 / 5.31" e_above_lowest_kcal_mol=83.79
W -0.1205 -0.5947 0.4804
N -2.4579 -0.8343 0.5371
C -2.4543 -1.0655 2.0297
C -1.0501 -0.5683 2.3117
O -0.7705 0.6615 1.8708
N -0.0352 -1.4818 2.3567
C 1.2663 -1.2671 2.9682
C 1.8241 0.1099 2.6172
O 2.1879 1.0993 3.0068
O 1.4815 -0.0591 0.8261
H -2.9531 0.0308 0.3195
H -2.9576 -1.5808 0.0512
H -2.5344 -2.1325 2.2212
H -3.2252 -0.5239 2.5749
H 1.9654 -2.0176 2.5966
H 1.2093 -1.3346 4.0583
Cl 0.1356 9.6038 -0.4649
C 0.2327 7.9506 -0.6489
C 0.4494 7.4130 -1.9426
C 0.5240 6.0683 -2.0850
C 0.3534 5.1860 -0.9466
C 0.3430 3.8513 -1.1395
C 0.1595 5.7816 0.3584
C 0.1020 7.1244 0.5035
H 0.5524 8.0851 -2.7832
H 0.7052 5.6324 -3.0597
H 0.1928 3.1290 -0.3322
H 0.4966 3.4509 -2.1349
H 0.0698 5.1361 1.2227
H -0.0387 7.5944 1.4667

***

95
Properties=species:S:1:pos:R:3 method="wB97M-V/def2-TZVPD" total_energy_ev=-111148.23182 total_charge=-1 homo_lumo_gap_ev=6.09 e_above_lowest_kcal_mol=0.00
C 2.6927 -2.2785 -4.3121
C 2.0798 -1.6349 -5.5181
H 2.7581 -3.3616 -4.4587
H 2.0893 -2.0652 -3.4198
H 3.7130 -1.9158 -4.1109
C 2.0507 -2.1850 -6.7443
C 2.6910 -3.4758 -7.1212
H 1.5380 -1.6740 -7.5593
H 2.5248 -4.2682 -6.3784
H 3.7762 -3.3893 -7.2843
H 2.2592 -3.8051 -8.0744
Ca -0.3939 -0.2791 2.0165
Cl 1.1003 -1.6157 0.2144
C -0.7963 2.6420 0.3991
O -1.2982 1.5748 0.8248
N -1.4077 3.4601 -0.4638
C -2.8076 3.2430 -0.8260
C -0.6606 4.4927 -1.1800
H 0.2146 2.9602 0.7068
H -3.2959 2.6436 -0.0529
H -2.8847 2.7224 -1.7906
H -3.2891 4.2231 -0.9158
H 0.3195 4.6385 -0.7130
H -1.2167 5.4373 -1.1508
H -0.5144 4.2095 -2.2335
H -4.1809 1.9947 5.8088
H -2.1168 1.9529 7.5413
C -3.9906 0.9242 5.6589
C -2.1520 0.8772 7.3187
N -2.6006 0.6266 5.9570
H -4.1910 0.6423 4.6252
C -1.7927 0.1085 5.0173
O -2.1289 -0.1392 3.8454
H -1.1426 0.4694 7.4272
H -0.7632 -0.0819 5.3628
H -4.6379 0.3634 6.3432
H -2.8289 0.3920 8.0364
H 0.2649 -5.1969 1.4214
H -0.3547 -3.3276 -0.6234
C -0.8055 -5.1613 1.6677
C -1.2620 -3.9190 -0.4301
N -1.4498 -4.0464 0.9994
H -0.9124 -5.0065 2.7415
C -1.8647 -2.9842 1.7078
O -2.1172 -1.8599 1.2397
H -2.1114 -3.3993 -0.8751
H -1.9043 -3.1578 2.7935
H -1.2768 -6.1069 1.3686
H -1.1414 -4.9134 -0.8630
O 0.2647 -0.5974 -4.4045
C 1.3821 -0.3073 -5.2388
C -0.1149 0.1590 -7.2465
C 1.0055 0.4924 -6.4831
H -0.7765 -0.6360 -6.8891
C -0.3480 0.8114 -8.4624
H 2.1013 0.2933 -4.6626
C 1.8733 1.5023 -6.9238
H -1.2375 0.5432 -9.0437
C 0.5596 1.7694 -8.9328
C 1.6676 2.1274 -8.1496
H 2.7250 1.7473 -6.2867
H 0.4082 2.2219 -9.9111
H 2.3731 2.8832 -8.5029
Si -1.0052 0.1096 -3.6016
Cl 0.2983 -2.5190 3.6535
C -2.5793 -0.6033 -4.3395
C -0.8974 1.9643 -3.8440
C -0.8218 -0.3798 -1.8373
H -2.6516 -0.4317 -5.4229
H -3.4633 -0.1540 -3.8606
H -2.6198 -1.6892 -4.1702
H -0.5923 -1.4502 -1.7818
H -1.6851 -0.1813 -1.1882
H 0.0499 0.1298 -1.4083
H -0.8435 2.2424 -4.9060
H -0.0038 2.3710 -3.3513
H -1.7830 2.4536 -3.4196
O 2.8525 0.4597 3.4631
C 1.8522 0.7616 4.1362
O 0.6570 0.9908 3.7413
C 2.1164 0.8405 5.6419
C 1.4935 1.7881 6.4639
C 1.7909 1.8613 7.8452
C 2.7461 1.0235 8.4244
C 3.3341 0.0491 7.6121
C 3.0248 -0.0477 6.2350
N 4.2418 -0.9068 8.1992
O 4.5235 -0.7998 9.4131
O 4.7100 -1.8044 7.4674
N 1.0062 2.7105 8.7086
O 0.0540 3.3615 8.2217
O 1.3093 2.7536 9.9209
H 0.7433 2.4666 6.0595
H 2.9931 1.1017 9.4789
H 3.4847 -0.8317 5.6391